This record from the OMol25 dataset describes C5H9NO2 in the gas phase in a non-equilibrium geometry. The level of theory is ωB97M-V/def2-TZVPD.

Structure (XYZ):
```
17
C5H9NO2 ωB97M-V/def2-TZVPD
O -1.714 -2.790 0.161
C -1.748 -1.607 0.315
O -2.582 -1.024 1.213
C -0.950 -0.531 -0.387
C 0.532 -0.506 -0.024
C 1.170 0.838 -0.175
C 1.545 1.507 0.920
N 1.172 1.413 -1.427
H -2.995 -1.751 1.701
H -1.394 0.414 -0.134
H -1.095 -0.599 -1.465
H 0.724 -0.898 0.968
H 1.046 -1.263 -0.636
H 1.904 2.527 0.848
H 1.445 1.031 1.870
H 1.375 0.901 -2.274
H 1.564 2.339 -1.473
```

Values from the calculation:
* gap between HOMO and LUMO: 9.16 eV
* energy above the lowest of the compared OMol25 structures with the same formula, charge and spin: 54.66 kJ/mol
* structure (SMILES): C=C(N)CCC(=O)O
* E_tot: -401.15594 Ha
* strongest force on any atom: 0.0313 Eh/bohr

This record from the OMol25 dataset describes 2 unconnected molecules or ions with the total composition C5H9NO2 in a non-equilibrium geometry. The level of theory is ωB97M-V/def2-TZVPD.

Structure (XYZ):
```
17
C5H9NO2 ωB97M-V/def2-TZVPD
C -1.365 -0.432 -1.063
C 0.831 0.877 -1.329
C -1.019 -0.773 1.712
C 2.543 1.243 0.840
C 0.129 -0.305 0.847
O 1.265 -0.200 1.342
N -0.089 -0.117 -0.456
O 3.591 0.777 0.843
H -2.177 0.198 -0.686
H -1.294 -0.291 -2.141
H -1.626 -1.479 -0.892
H 0.408 1.869 -1.469
H 1.877 0.937 -1.053
H 0.822 0.348 -2.282
H -1.393 -1.745 1.392
H -0.668 -0.853 2.737
H -1.836 -0.056 1.658
```

Values from the calculation:
* gap between HOMO and LUMO: 9.76 eV
* energy above the lowest of the compared OMol25 structures with the same formula, charge and spin: 196.58 kJ/mol
* E_tot: -401.10189 Ha
* strongest force on any atom: 0.0675 Eh/bohr

This record from the OMol25 dataset describes C5H9NO2 in the gas phase in a non-equilibrium geometry. The level of theory is ωB97M-V/def2-TZVPD.

Structure (XYZ):
```
17
C5H9NO2 ωB97M-V/def2-TZVPD
C -1.023 -0.912 0.289
C -2.037 -0.595 -0.734
C -2.232 0.071 0.550
C 1.394 -0.798 0.022
C 2.683 1.326 0.104
N 0.265 -0.239 0.316
O 1.673 -2.065 -0.230
O 2.521 -0.081 -0.042
H -1.212 -1.914 0.730
H -1.953 0.083 -1.674
H -2.694 -1.455 -1.028
H -1.872 1.039 0.455
H -3.009 -0.227 1.266
H 3.667 1.467 0.291
H 2.003 1.661 0.925
H 2.362 1.940 -0.805
H 2.609 -2.191 -0.194
```

Values from the calculation:
* gap between HOMO and LUMO: 9.45 eV
* energy above the lowest of the compared OMol25 structures with the same formula, charge and spin: 271.04 kJ/mol
* structure (SMILES): CO/C(O)=N/C1CC1
* E_tot: -401.07352 Ha
* strongest force on any atom: 0.0996 Eh/bohr

This record from the OMol25 dataset describes 2 unconnected molecules or ions with the total composition C5H9NO2 in a non-equilibrium geometry. The level of theory is ωB97M-V/def2-TZVPD.

Structure (XYZ):
```
17
C5H9NO2 ωB97M-V/def2-TZVPD
C 0.318 -2.152 0.677
C 0.819 -3.394 0.529
C -0.364 -1.279 -1.298
N -0.673 -1.481 -0.051
H 0.649 -1.584 1.545
H 0.588 -4.008 -0.351
H 1.472 -3.733 1.304
H -0.877 -0.556 -1.916
H 0.417 -1.812 -1.836
O -1.433 3.778 -0.103
C -0.538 2.984 0.319
O 0.343 3.288 1.304
C -0.240 1.650 -0.317
H 0.182 4.224 1.574
H 0.509 1.104 0.255
H 0.083 1.766 -1.370
H -1.255 1.204 -0.264
```

Values from the calculation:
* gap between HOMO and LUMO: 10.10 eV
* energy above the lowest of the compared OMol25 structures with the same formula, charge and spin: 224.99 kJ/mol
* structure (SMILES): CC(=O)O.C=CN=C
* E_tot: -401.09106 Ha
* strongest force on any atom: 0.0903 Eh/bohr

This record from the OMol25 dataset describes C5H9NO2 in the gas phase in a non-equilibrium geometry. The level of theory is ωB97M-V/def2-TZVPD.

Structure (XYZ):
```
17
C5H9NO2 ωB97M-V/def2-TZVPD
C -1.491 -1.210 0.421
C -0.693 -0.020 0.638
C 1.307 0.771 -0.057
C 0.441 1.194 -1.179
C -0.516 -0.756 -0.751
H -0.246 -2.392 1.352
H -2.612 -1.158 0.366
H -1.223 0.893 0.458
H 0.623 0.740 1.950
H 1.964 -0.024 -0.488
H 1.909 1.575 0.320
H -0.189 2.055 -0.876
H 1.001 1.624 -2.069
H 0.484 -1.275 -0.480
N 0.644 0.207 1.138
O -1.139 -2.388 1.104
O -0.265 0.162 -1.847
```

Values from the calculation:
* gap between HOMO and LUMO: 10.11 eV
* energy above the lowest of the compared OMol25 structures with the same formula, charge and spin: 486.32 kJ/mol
* structure (SMILES): O[C@H]1[C@H]2NCCO[C@H]12
* E_tot: -400.99153 Ha
* strongest force on any atom: 0.0797 Eh/bohr

This record from the OMol25 dataset describes C5H9NO2 in the gas phase in a non-equilibrium geometry. The level of theory is ωB97M-V/def2-TZVPD.

Structure (XYZ):
```
17
C5H9NO2 ωB97M-V/def2-TZVPD
C 0.513 -0.979 1.473
C -0.142 -1.369 -0.833
C -0.203 0.057 -1.433
C 0.141 1.349 -0.855
C 0.727 1.351 0.585
H 0.385 -1.596 2.326
H 1.636 -1.052 1.169
H 0.921 -1.728 -1.153
H -0.922 -1.926 -1.478
H -0.172 -0.189 -2.466
H -1.851 0.968 -0.256
H 0.792 2.021 -1.519
H 0.436 2.251 0.965
H 1.835 1.309 0.513
N -1.254 1.078 -1.154
O -0.300 -1.623 0.502
O 0.238 0.366 1.541
```

Values from the calculation:
* gap between HOMO and LUMO: 10.38 eV
* energy above the lowest of the compared OMol25 structures with the same formula, charge and spin: 348.10 kJ/mol
* structure (SMILES): C1OC[C@@H]2N[C@@H]2CO1
* E_tot: -401.04417 Ha
* strongest force on any atom: 0.0936 Eh/bohr

This record from the OMol25 dataset describes C5H9NO2 in the gas phase in a non-equilibrium geometry. The level of theory is ωB97M-V/def2-TZVPD.

Structure (XYZ):
```
17
C5H9NO2 ωB97M-V/def2-TZVPD
O 3.172 -0.181 -0.056
C 2.345 -0.636 0.658
O 2.738 -1.090 1.954
C 0.875 -0.867 0.285
C 0.181 0.587 0.028
C -1.200 0.506 -0.560
C -2.305 1.326 -0.263
N -1.693 -0.655 -1.293
H 3.623 -0.857 2.184
H 0.353 -1.457 1.217
H 0.658 -1.482 -0.622
H 0.146 1.181 0.960
H 0.754 1.231 -0.603
H -3.124 1.610 -0.913
H -2.444 1.922 0.638
H -1.326 -0.719 -2.134
H -2.753 -0.420 -1.480
```

Values from the calculation:
* gap between HOMO and LUMO: 9.27 eV
* energy above the lowest of the compared OMol25 structures with the same formula, charge and spin: 252.87 kJ/mol
* structure (SMILES): C=C(N)CCC(=O)O
* E_tot: -401.08045 Ha
* strongest force on any atom: 0.1140 Eh/bohr

This record from the OMol25 dataset describes 2 unconnected molecules or ions with the total composition C5H9NO2 in a non-equilibrium geometry. The level of theory is ωB97M-V/def2-TZVPD.

Structure (XYZ):
```
17
C5H9NO2 ωB97M-V/def2-TZVPD
C -0.709 1.498 0.769
C -0.855 0.530 -0.361
C 0.016 0.757 -1.550
C -1.686 -0.516 -0.352
O -0.110 0.140 -2.600
H 0.493 1.756 -1.547
H -1.023 2.492 0.448
H 0.336 1.575 1.070
H -1.305 1.199 1.628
H -2.301 -0.755 0.501
H -1.747 -1.160 -1.215
C 1.313 -1.518 1.391
O 1.813 -0.504 -0.659
N 1.268 -1.669 0.151
H 1.893 -0.865 -1.555
H 1.038 -2.375 1.989
H 1.565 -0.585 1.893
```

Values from the calculation:
* gap between HOMO and LUMO: 10.14 eV
* energy above the lowest of the compared OMol25 structures with the same formula, charge and spin: 392.87 kJ/mol
* structure (SMILES): C=C(C)C=O.C=NO
* E_tot: -401.02712 Ha
* strongest force on any atom: 0.0550 Eh/bohr

This record from the OMol25 dataset describes a molecular structure, C5H9NO2 in a non-equilibrium geometry. The level of theory is ωB97M-V/def2-TZVPD.

Structure (XYZ):
```
17
C5H9NO2 ωB97M-V/def2-TZVPD
C 0.833 1.372 -0.665
C -1.482 -1.221 0.519
C 1.129 0.097 0.156
C -0.538 1.053 -0.160
N 2.215 -0.735 -0.168
C -0.619 -0.367 -0.367
O -1.385 1.906 0.362
O 0.902 0.407 1.410
H -2.140 1.430 0.742
H 2.258 -1.029 -1.134
H 2.293 -1.513 0.474
H 1.295 2.262 -0.247
H 0.900 1.319 -1.757
H -0.569 -0.645 -1.420
H -1.394 -2.273 0.246
H -1.148 -1.092 1.552
H -2.549 -0.972 0.457
```

Values from the calculation:
* gap between HOMO and LUMO: 8.12 eV
* energy above the lowest of the compared OMol25 structures with the same formula, charge and spin: 369.26 kJ/mol
* E_tot: -401.03612 Ha
* strongest force on any atom: 0.0294 Eh/bohr

This record from the OMol25 dataset describes C5H9NO2 in the gas phase in a non-equilibrium geometry. The level of theory is ωB97M-V/def2-TZVPD.

Structure (XYZ):
```
17
C5H9NO2 ωB97M-V/def2-TZVPD
C 1.347 -1.304 -0.731
C 0.848 -0.599 0.643
C 0.212 0.651 0.182
C -1.110 0.883 -0.292
C -2.462 0.189 -0.083
H 1.973 -2.415 -0.696
H 0.511 -1.574 -1.597
H 2.127 -0.551 -1.370
H 1.839 -0.394 1.390
H -0.237 -1.133 1.112
H 0.933 2.246 -0.703
H 2.083 1.253 0.410
H -1.413 1.884 -0.739
H -1.833 -0.435 1.671
N 1.139 1.758 0.416
O -2.489 -0.665 1.120
O -3.467 0.205 -0.734
```

Values from the calculation:
* gap between HOMO and LUMO: 9.38 eV
* energy above the lowest of the compared OMol25 structures with the same formula, charge and spin: 504.75 kJ/mol
* structure (SMILES): CC/C(N)=C\C(=O)O
* E_tot: -400.98451 Ha
* strongest force on any atom: 0.1222 Eh/bohr